(1)
An isolated molecule of C23H32N4O2, computed with the ωB97M-V functional and the def2-TZVPD basis.

Summary:
- LUMO level: 0.0247 Eh
- DFT total energy: -1265.13063 a.u.
- SMILES: CCn1cc(CN2CCC(Oc3ccc(C(=O)N4CCCCC4)cc3)CC2)cn1
- Energy relative to the best compared isomer or geometry (same formula, charge and spin): 57.5 kcal/mol
- HOMO level: -0.3090 Eh

Structure (ORCA input):
```
! RIJCOSX wB97M-V def2-TZVPD def2/J DEFGRID3
* xyz 0 1
C -4.5642 -2.5337 -4.2742
C -5.4772 -1.4604 -4.8631
N -5.4031 -0.2373 -4.1111
C -4.4279 0.6927 -4.1472
C -4.7564 1.6675 -3.2264
C -3.9720 2.8865 -2.8524
N -3.0393 2.6947 -1.7487
C -2.0064 1.7207 -2.0356
C -0.9265 1.7826 -0.9599
C -1.5443 1.4900 0.4092
O -0.6074 1.6613 1.4603
C 0.3098 0.6987 1.7298
C 1.1825 0.9867 2.7837
C 2.1588 0.0902 3.1566
C 2.2909 -1.1263 2.4913
C 3.2803 -2.1602 2.9194
O 2.9287 -3.2888 3.2227
N 4.5787 -1.7830 2.9718
C 5.1081 -0.5408 2.4504
C 6.4545 -0.8018 1.7796
C 7.4857 -1.2814 2.8086
C 6.7970 -2.0473 3.9451
C 5.5536 -2.7580 3.4329
C 1.4051 -1.4245 1.4658
C 0.4327 -0.5222 1.0728
C -2.6803 2.4818 0.6493
C -3.6925 2.3976 -0.4887
C -5.9653 1.2098 -2.6731
N -6.3363 0.0668 -3.2164
H -3.5267 -2.2072 -4.2956
H -4.8444 -2.7361 -3.2436
H -4.6522 -3.4522 -4.8476
H -5.2001 -1.2563 -5.9019
H -6.5172 -1.7908 -4.8268
H -3.5963 0.6138 -4.8190
H -3.3882 3.2258 -3.7136
H -4.6563 3.6887 -2.5622
H -2.4117 0.6923 -2.0859
H -1.5691 1.9608 -3.0080
H -0.1297 1.0725 -1.1872
H -0.4975 2.7853 -0.9348
H -1.9513 0.4683 0.4306
H 1.0643 1.9276 3.2979
H 2.8109 0.3252 3.9846
H 4.3990 -0.1250 1.7309
H 5.2415 0.1913 3.2578
H 6.7994 0.1098 1.2907
H 6.3133 -1.5593 1.0069
H 8.2159 -1.9232 2.3137
H 8.0261 -0.4289 3.2230
H 6.5035 -1.3587 4.7394
H 7.4801 -2.7780 4.3785
H 5.8175 -3.4447 2.6184
H 5.0778 -3.3493 4.2195
H 1.4839 -2.3788 0.9665
H -0.2272 -0.7911 0.2632
H -3.1648 2.2672 1.6022
H -2.2590 3.4863 0.6925
H -4.1556 1.3940 -0.4919
H -4.4822 3.1353 -0.3304
H -6.5711 1.6734 -1.9199
*
```

(2)
C38H100F6N13O21S2V as an isolated structure at a distorted geometry, computed with the ωB97M-V functional and the def2-TZVPD basis.

Summary:
- LUMO level (spin up / spin down): -0.1942 / -0.1698 Eh
- DFT total energy: -6138.82429 a.u.
- <S²>: 0.88
- HOMO level (spin up / spin down): -0.3601 / -0.3601 Eh

Structure (ORCA input):
```
! RIJCOSX wB97M-V def2-TZVPD def2/J DEFGRID3
* xyz 1 2
O -5.1429 0.3511 0.7759
V -4.5254 -0.4421 -0.5353
C -2.0898 0.8377 2.6294
F -3.3613 0.4761 2.9201
F -1.7053 1.8200 3.4885
F -1.2903 -0.2379 2.7467
S -2.0890 1.4386 0.7820
O -3.2761 2.2992 0.6656
O -0.8306 2.1229 0.6025
N -2.4556 0.0332 -0.1815
S -1.0412 -0.4701 -0.5176
O 0.0010 -0.2680 0.4633
O -1.1261 -1.8832 -0.9790
C -0.6145 0.6283 -2.0417
F -1.3390 1.7545 -2.0249
F 0.7082 0.9302 -1.9991
F -0.9087 -0.1003 -3.0719
C -3.5035 -2.9548 1.4757
O -4.0708 -2.3228 0.6040
N -2.2050 -3.1598 1.6527
N -4.1218 -3.4459 2.5214
H -1.5188 -2.8695 0.9709
H -1.8737 -3.5308 2.5317
H -3.5933 -3.7360 3.3316
H -5.1033 -3.2112 2.5618
C 1.9102 4.7533 -0.6617
O 2.2597 5.8035 -1.2199
N 2.6892 3.7888 -0.4871
N 0.7252 4.4941 -0.1498
H 2.2755 3.1013 0.1263
H 3.6641 3.9513 -0.6952
H 0.0255 5.2167 -0.0588
H 0.3910 3.6040 0.1911
C -3.9352 -1.5815 -3.6781
O -3.7016 -1.2423 -2.5439
N -5.0873 -1.9471 -4.1279
N -3.0581 -1.4209 -4.5756
H -5.8811 -1.8546 -3.5103
H -5.0755 -2.1414 -5.1190
H -3.2624 -1.5806 -5.5518
H -2.1936 -0.9815 -4.2934
C -4.5984 2.3556 -2.5608
O -4.7265 1.4585 -1.7895
N -5.6350 2.7798 -3.2432
N -3.5447 3.1788 -2.6271
H -6.5006 2.3723 -2.9197
H -5.5805 3.5784 -3.8592
H -3.4980 3.9114 -3.3208
H -2.7631 2.8403 -2.0842
C 3.0276 -1.8677 -0.7911
C 2.4711 -2.6075 -1.9513
O 1.9457 -3.8379 -1.4769
H 3.5464 -0.9804 -1.1537
H 3.7585 -2.3992 -0.1817
H 2.1892 -1.6270 -0.1375
H 3.2466 -2.8787 -2.6676
H 1.7536 -1.8846 -2.3393
H 2.2571 -4.5482 -2.0428
C -1.1445 -2.5797 6.1489
C -2.4545 -2.8448 5.3329
O -2.2635 -4.1227 4.7039
H -0.2987 -3.0487 5.6462
H -1.0817 -2.8641 7.1992
H -0.8812 -1.5234 6.0925
H -2.5120 -2.0274 4.6142
H -3.2525 -2.8529 6.0754
H -2.2643 -4.8234 5.3601
C -2.7340 5.3158 4.0668
C -2.4701 5.0712 2.5771
O -1.1379 4.9384 2.2413
H -2.8658 4.3612 4.5761
H -3.7256 5.7125 4.2851
H -2.0753 5.9781 4.6286
H -2.9275 5.9233 2.0741
H -3.1287 4.2368 2.3359
H -0.9106 5.6562 1.6457
C -3.2590 -5.7438 -2.2139
C -2.3803 -5.2505 -1.1047
O -1.1179 -5.9448 -1.1632
H -3.5751 -6.7800 -2.0940
H -2.7770 -5.5808 -3.1779
H -4.1415 -5.1057 -2.2592
H -2.9259 -5.4451 -0.1814
H -2.2681 -4.1670 -1.0664
H -0.5082 -5.4077 -0.6519
C -0.1688 -4.2174 -4.1692
O 0.7984 -3.5887 -4.9615
C 0.5724 -2.2304 -5.2496
C 1.7527 -1.4973 -5.9314
N 2.9096 -1.4978 -5.0616
C 4.2090 -1.2672 -5.7210
C 5.3138 -1.6058 -4.7232
O 5.2866 -2.9659 -4.3829
C 6.3012 -3.2752 -3.3286
H -0.0990 -5.3047 -4.2020
H -1.1868 -3.9572 -4.4593
H -0.0363 -3.8902 -3.1379
H 0.3746 -1.7965 -4.2694
H -0.2665 -2.2168 -5.9454
H 1.4619 -0.4654 -6.1281
H 2.0306 -1.9305 -6.8923
H 3.0500 -2.4438 -4.7366
H 4.3811 -0.2023 -5.8774
H 4.1439 -1.9308 -6.5832
H 5.3063 -0.8698 -3.9192
H 6.2529 -1.4210 -5.2447
H 6.3894 -2.5312 -2.5369
H 7.2601 -3.2696 -3.8469
H 6.0449 -4.2628 -2.9452
C 2.9112 4.4514 6.2692
O 3.1523 3.4642 5.2689
C 2.1823 3.4845 4.2716
C 2.8865 3.0328 2.9739
N 3.2271 1.6035 2.9351
C 2.0451 0.6667 3.2220
C 2.2856 -0.7739 2.6756
O 3.3939 -1.4296 3.3043
C 2.9909 -2.0306 4.5047
H 1.9498 4.2341 6.7345
H 2.8171 5.4177 5.7737
H 3.6743 4.4107 7.0464
H 1.7534 4.4777 4.1383
H 1.2433 2.9488 4.4104
H 3.8372 3.5627 2.9156
H 2.4062 3.3450 2.0466
H 3.9146 1.2920 3.6061
H 1.2217 1.0834 2.6420
H 1.8385 0.7028 4.2917
H 2.5007 -0.7699 1.6070
H 1.3983 -1.4069 2.6665
H 2.6919 -1.2376 5.1902
H 3.8462 -2.5038 4.9869
H 2.1531 -2.7267 4.4637
C 2.8565 1.9567 -3.8072
O 3.3190 2.0572 -5.1921
C 3.3496 3.4778 -5.4901
C 3.5511 3.5415 -7.0322
N 4.8948 3.3657 -7.5517
C 5.2528 1.9833 -7.6555
C 4.7193 1.2799 -8.9566
O 4.6456 2.1424 -10.0750
C 4.1465 1.4081 -11.1407
H 1.8728 2.4172 -3.7147
H 3.6204 2.4073 -3.1736
H 2.9002 0.8957 -3.5610
H 4.2133 3.8682 -4.9519
H 2.4449 3.9971 -5.1738
H 3.1571 4.5137 -7.3282
H 2.8498 2.9308 -7.6009
H 4.8937 3.6469 -8.5218
H 4.9810 1.4284 -6.7576
H 6.3399 2.0219 -7.5864
H 3.7787 0.8283 -8.6413
H 5.4369 0.4821 -9.1483
H 3.1344 1.0296 -10.9979
H 4.7242 0.5120 -11.3674
H 4.0980 2.0673 -12.0075
C -0.3355 1.6817 6.6034
O -1.3630 0.7676 7.1093
C -1.6932 0.9469 8.5132
C -2.1400 -0.3812 9.1355
N -3.1841 -1.1955 8.4212
C -4.4405 -0.5109 8.3339
C -5.4787 -1.4607 7.7148
O -5.3425 -1.3422 6.3332
C -6.1870 -2.1208 5.4688
H -0.0191 1.3817 5.6044
H 0.5996 1.6679 7.1634
H -0.8121 2.6463 6.4289
H -2.4925 1.6773 8.6385
H -0.7756 1.2534 9.0153
H -2.6035 -0.1786 10.1011
H -1.2643 -0.9868 9.3690
H -2.8746 -1.2425 7.4610
H -4.3016 0.3794 7.7205
H -4.7825 -0.1828 9.3155
H -6.4717 -1.2158 8.0915
H -5.3507 -2.4975 8.0256
H -6.0794 -1.6613 4.4863
H -7.2267 -2.1293 5.7960
H -5.9000 -3.1628 5.3278
*
```

(3)
C21H19BrN2O2Ru as an isolated structure at a distorted geometry, computed with the ωB97M-V functional and the def2-TZVPD basis.

Summary:
- LUMO level (spin up / spin down): -0.3473 / -0.3717 Eh
- DFT total energy: -3739.78209 a.u.
- Energy relative to the best compared isomer or geometry (same formula, charge and spin): 53.5 kcal/mol
- HOMO level (spin up / spin down): -0.5039 / -0.4994 Eh

Structure (ORCA input):
```
! RIJCOSX wB97M-V def2-TZVPD def2/J DEFGRID3
* xyz 2 1
Ru 1.2729 -1.1361 -1.5867
O 3.9026 -2.5209 1.6810
C 2.8803 -2.3347 2.5883
C 2.9650 -3.0701 3.7524
C 1.9958 -2.9620 4.7309
C 0.9121 -2.1116 4.5591
C 0.8320 -1.3630 3.4138
C 1.8042 -1.4658 2.4089
C 1.7561 -0.5506 1.1989
O 2.2802 -1.1144 0.0271
N 0.4119 -0.0667 0.9359
N 0.1044 0.1448 -0.3644
C -0.8913 0.9714 -0.6177
C -1.2698 1.3682 -1.9012
Br -0.3413 0.5659 -3.3392
C -2.2754 2.2484 -2.2161
C -2.9455 3.1637 -1.3508
C -2.3224 3.7836 -0.2452
C -3.0320 4.6602 0.5436
C -4.3653 4.9405 0.2414
C -4.9798 4.3710 -0.8704
C -4.2716 3.5081 -1.6747
H 3.7496 -2.0058 0.9037
H 3.8250 -3.7196 3.8692
H 2.0864 -3.5438 5.6407
H 0.1394 -2.0365 5.3130
H -0.0226 -0.7002 3.3045
H 2.3502 0.3385 1.4430
H -0.0091 0.5466 1.6144
H -1.4528 1.3778 0.2175
H -2.6138 2.2373 -3.2495
H -1.2556 3.6566 -0.0843
H -2.5494 5.1590 1.3746
H -4.9173 5.6412 0.8559
H -6.0068 4.6165 -1.1093
H -4.7466 3.0541 -2.5408
C 1.0682 -3.3015 -2.2288
C 0.5690 -2.6256 -3.3679
C 1.6090 -1.8556 -3.8996
C 2.7585 -1.9861 -3.0586
C 2.4353 -2.9043 -2.0491
H 0.5513 -4.0583 -1.6616
H -0.4040 -2.7518 -3.8113
H 1.5514 -1.2799 -4.8154
H 3.7330 -1.5636 -3.2335
H 3.1283 -3.3251 -1.3417
*
```

(4)
C32H40INSbSiV as an isolated structure, computed with the ωB97M-V functional and the def2-TZVPD basis.

Summary:
- LUMO level (spin up / spin down): -0.1435 / -0.1196 Eh
- DFT total energy: -3069.37428 a.u.
- <S²>: 0.80
- Energy relative to the best compared isomer or geometry (same formula, charge and spin): 0.0 kcal/mol
- HOMO level (spin up / spin down): -0.3931 / -0.3932 Eh

Structure (ORCA input):
```
! RIJCOSX wB97M-V def2-TZVPD def2/J DEFGRID3
* xyz 1 2
V 1.4874 -0.2247 0.4416
C 0.2456 0.3378 1.9800
Si -0.5620 1.7854 1.1098
C 0.6082 2.1086 -0.3776
N 0.9423 0.9258 -1.2430
C 2.1278 1.2129 -2.1205
C 1.8398 2.2674 -3.1789
C 0.6653 1.8423 -4.0535
C -0.5476 1.5391 -3.1792
C -0.2093 0.5128 -2.1081
C -2.2683 1.3407 0.5258
C -2.9565 0.2102 0.9706
C -4.2442 -0.0665 0.5244
C -4.8605 0.7830 -0.3819
C -4.1958 1.9183 -0.8321
C -2.9166 2.1961 -0.3752
C -0.5987 3.3769 2.0568
C -1.7995 3.8378 2.6066
C -1.8360 5.0124 3.3471
C -0.6739 5.7446 3.5461
C 0.5289 5.3011 3.0119
C 0.5650 4.1257 2.2753
H -0.4606 -0.3187 2.4884
H 0.9513 0.7248 2.7259
H 1.5531 2.5027 0.0125
H 0.1799 2.9204 -0.9698
H 2.3913 0.2690 -2.5979
H 2.9554 1.5099 -1.4786
H 2.7462 2.4057 -3.7701
H 1.6276 3.2301 -2.7054
H 0.9410 0.9392 -4.6092
H 0.4307 2.6103 -4.7904
H -1.3679 1.1282 -3.7701
H -0.9278 2.4604 -2.7282
H 0.0789 -0.4262 -2.5776
H -1.0689 0.3197 -1.4717
H -2.4985 -0.4650 1.6851
H -4.7687 -0.9402 0.8919
H -5.8632 0.5688 -0.7302
H -4.6793 2.5896 -1.5303
H -2.4196 3.0988 -0.7206
H -2.7173 3.2814 2.4513
H -2.7725 5.3566 3.7669
H -0.7043 6.6624 4.1194
H 1.4371 5.8686 3.1718
H 1.5198 3.7897 1.8819
C -1.8909 -4.0753 -1.8514
C -1.9877 -3.0075 -0.9276
C -0.8726 -2.2970 -0.5932
C 0.3935 -2.5902 -1.1621
C 1.5570 -1.8207 -0.8340
C 2.7487 -2.1326 -1.4459
C 2.8365 -3.2023 -2.3737
C 1.7375 -3.9453 -2.6846
C 0.4820 -3.6522 -2.0921
C -0.6878 -4.3884 -2.4137
H -2.7763 -4.6417 -2.1103
H -2.9453 -2.7570 -0.4876
H -0.9595 -1.4834 0.1254
H 3.6506 -1.5765 -1.2182
H 3.7918 -3.4245 -2.8328
H 1.8066 -4.7639 -3.3921
H -0.6109 -5.2036 -3.1242
I 3.8419 0.4068 1.2861
C -0.1272 -3.5246 2.4062
Sb 1.6318 -2.3946 2.0364
C 2.2371 -2.0102 4.0335
C 2.9514 -3.9649 1.5185
H 0.0694 -4.1605 3.2698
H -0.3478 -4.1369 1.5346
H -0.9776 -2.8774 2.6168
H 2.3091 -2.9633 4.5565
H 1.5103 -1.3729 4.5341
H 3.2067 -1.5171 4.0250
H 2.8648 -4.7371 2.2815
H 3.9728 -3.5910 1.4836
H 2.6788 -4.3681 0.5446
*
```

- Which of these has the lowest DFT total energy?
  C38H100F6N13O21S2V